Entry 1:
# C2H9O4PS

A 2-piece molecular cluster, C2H9O4PS overall (ωB97M-V with the def2-TZVPD basis set, the Open Molecules 2025 dataset).

XYZ file:
```
17
C2H9O4PS | the Open Molecules 2025 dataset | ωB97M-V with the def2-TZVPD basis set
S 0.96 -0.61 -3.76
P -2.73 0.88 2.94
O -1.60 1.79 2.70
O -4.16 1.39 2.47
O -3.00 0.49 4.46
O -2.64 -0.55 2.25
C 2.47 -0.06 -2.89
C 2.98 -1.07 -1.87
H -2.14 0.45 4.97
H 2.20 -1.29 -1.13
H -4.23 2.38 2.57
H 1.51 -1.71 -4.33
H 3.27 -2.01 -2.37
H 3.86 -0.66 -1.35
H -2.17 -0.48 1.37
H 2.16 0.88 -2.40
H 3.24 0.19 -3.64
```

ΔE to the lowest compared entry with this formula, charge and spin (kJ/mol): 27.81
E_HOMO (Eh): -0.33411
Frontier orbital gap (eV): 9.379
Strongest force on any atom (eV Å⁻¹): 1.41

Entry 2:
# C2H9OS

A 2-piece molecular cluster, C2H9OS overall (ωB97M-V with the def2-TZVPD basis set, the Open Molecules 2025 dataset).

XYZ file:
```
13
C2H9OS | the Open Molecules 2025 dataset | ωB97M-V with the def2-TZVPD basis set
S -0.12 0.51 -0.31
O -2.27 -0.97 1.48
C 0.71 0.94 -1.90
C 1.18 -0.06 0.79
H 0.77 0.00 1.80
H -2.94 -1.38 0.92
H 1.54 -1.03 0.47
H 1.49 1.63 -1.59
H -0.04 1.42 -2.50
H 1.97 0.70 0.80
H -1.17 -0.29 0.06
H -2.25 -1.50 2.28
H 1.13 0.03 -2.30
```

ΔE to the lowest compared entry with this formula, charge and spin (kJ/mol): 87.35
E_HOMO (Eh): -0.56742
Frontier orbital gap (eV): 11.566
Strongest force on any atom (eV Å⁻¹): 2.78
Net charge: +1

Entry 3:
# C2H9OS

A 2-piece molecular cluster, C2H9OS overall (ωB97M-V with the def2-TZVPD basis set, the Open Molecules 2025 dataset).

XYZ file:
```
13
C2H9OS | the Open Molecules 2025 dataset | ωB97M-V with the def2-TZVPD basis set
S -0.41 -0.16 0.65
O 3.14 0.33 -0.67
C -1.96 0.64 0.71
C -0.76 -0.86 -0.99
H -1.46 -0.27 -1.64
H -2.40 0.78 1.68
H -1.31 -1.70 -0.97
H 3.99 -0.15 -1.18
H 0.52 0.65 0.34
H 0.27 -0.98 -1.27
H 2.97 1.20 -1.00
H -2.80 0.01 0.31
H -2.00 1.66 0.31
```

ΔE to the lowest compared entry with this formula, charge and spin (kJ/mol): 179.02
E_HOMO (Eh): -0.55355
Frontier orbital gap (eV): 11.154
Strongest force on any atom (eV Å⁻¹): 4.72
Net charge: +1

Entry 4:
# C2H9P3

A 2-piece molecular cluster, C2H9P3 overall (ωB97M-V with the def2-TZVPD basis set, the Open Molecules 2025 dataset).

XYZ file:
```
14
C2H9P3 | the Open Molecules 2025 dataset | ωB97M-V with the def2-TZVPD basis set
P 3.05 -0.80 -0.67
P 0.78 1.42 -0.35
P 2.00 0.12 0.99
C -2.48 -0.38 -0.83
C -2.57 -0.87 0.35
H -0.34 1.42 0.49
H 4.03 0.12 -0.79
H 4.02 -1.39 0.09
H -1.80 -0.54 1.04
H 0.89 2.79 0.03
H 0.93 -0.77 0.75
H -3.31 -1.49 0.55
H -3.33 -0.59 -1.50
H -1.62 0.20 -1.08
```

ΔE to the lowest compared entry with this formula, charge and spin (kJ/mol): 114.18
E_HOMO (Eh): -0.32243
Frontier orbital gap (eV): 9.636
Strongest force on any atom (eV Å⁻¹): 4.45

Entry 5:
# C2H9PSi

A 2-piece molecular cluster, C2H9PSi overall (ωB97M-V with the def2-TZVPD basis set, the Open Molecules 2025 dataset).

XYZ file:
```
13
C2H9PSi | the Open Molecules 2025 dataset | ωB97M-V with the def2-TZVPD basis set
P -0.15 1.84 -1.28
Si -0.16 -0.06 -0.09
C -0.42 0.34 1.75
C 1.32 -1.20 -0.41
H 1.17 -2.18 0.05
H 0.08 1.28 2.00
H -0.03 -0.43 2.40
H -1.52 2.01 -1.19
H 1.48 -1.36 -1.47
H -2.28 -1.15 -1.25
H -1.48 0.47 1.98
H -0.24 1.21 -2.51
H 2.23 -0.77 0.01
```

ΔE to the lowest compared entry with this formula, charge and spin (kJ/mol): 305.70
E_HOMO (spin up / spin down) (Eh): -0.29251 / -0.29245
Frontier orbital gap (spin up / spin down) (eV): 7.804 / 7.803
Strongest force on any atom (eV Å⁻¹): 2.44

Entry 6:
# C2HAgF6NO4S2

C2HAgF6NO4S2 as an isolated structure (ωB97M-V with the def2-TZVPD basis set, the Open Molecules 2025 dataset).

XYZ file:
```
17
C2HAgF6NO4S2 | the Open Molecules 2025 dataset | ωB97M-V with the def2-TZVPD basis set
Ag 0.56 2.51 -0.46
S 1.24 0.07 0.77
S -1.14 -0.63 -0.70
F 2.17 -2.22 -0.12
F -3.67 -0.31 -0.21
F -2.45 -0.34 1.54
F 2.80 -0.49 -1.26
F -2.47 1.56 0.49
F 3.65 -0.87 0.69
O -0.90 -1.98 -0.21
O 1.84 1.44 0.85
O -1.49 -0.40 -2.09
O 0.86 -0.63 1.98
N 0.11 0.36 -0.35
C 2.56 -0.97 -0.06
C -2.53 0.13 0.30
H -1.13 2.75 -1.16
```

2S+1: 2
<S²>: 0.7600
ΔE to the lowest compared entry with this formula, charge and spin (kJ/mol): 11.04
E_HOMO (spin up / spin down) (Eh): -0.38344 / -0.41142
Frontier orbital gap (spin up / spin down) (eV): 9.770 / 7.865
Strongest force on any atom (eV Å⁻¹): 3.23

Entry 7:
# C2HAgO3

C2HAgO3 as an isolated structure (ωB97M-V with the def2-TZVPD basis set, the Open Molecules 2025 dataset).

XYZ file:
```
7
C2HAgO3 | the Open Molecules 2025 dataset | ωB97M-V with the def2-TZVPD basis set
Ag 2.92 0.63 0.05
O -1.60 -0.90 -0.28
O -1.00 2.13 0.02
O 0.90 0.79 -0.04
C -0.16 1.36 -0.08
C -0.63 -1.61 -0.22
H -0.44 -2.40 0.55
```

2S+1: 3
<S²>: 2.0100
ΔE to the lowest compared entry with this formula, charge and spin (kJ/mol): 98.14
E_HOMO (spin up / spin down) (Eh): -0.73854 / -0.80592
Frontier orbital gap (spin up / spin down) (eV): 9.386 / 4.428
Strongest force on any atom (eV Å⁻¹): 3.12
Net charge: +2

Entry 8:
# C2HBeLiO2

C2HBeLiO2 as an isolated structure (ωB97M-V with the def2-TZVPD basis set, the Open Molecules 2025 dataset).

XYZ file:
```
7
C2HBeLiO2 | the Open Molecules 2025 dataset | ωB97M-V with the def2-TZVPD basis set
O -1.12 -0.28 0.31
O 2.31 1.10 0.51
C -0.02 -0.22 -0.45
C 1.36 0.54 0.17
Be -2.04 0.65 0.39
Li -0.34 -1.69 0.60
H -0.15 -0.09 -1.54
```

ΔE to the lowest compared entry with this formula, charge and spin (kJ/mol): 0.00
E_HOMO (Eh): -0.68670
Frontier orbital gap (eV): 5.432
Strongest force on any atom (eV Å⁻¹): 7.68
Net charge: +2

Entry 9:
# C2HBr2Cl2F

C2HBr2Cl2F as an isolated structure (ωB97M-V with the def2-TZVPD basis set, the Open Molecules 2025 dataset).

XYZ file:
```
8
C2HBr2Cl2F | the Open Molecules 2025 dataset | ωB97M-V with the def2-TZVPD basis set
Br 4.14 -0.38 -1.80
Br 3.84 -1.36 1.23
Cl 2.42 -2.95 -0.87
Cl -0.01 1.41 -1.38
F 1.01 1.48 0.98
C 0.53 0.74 0.04
C 3.11 -1.36 -0.57
H 0.92 -0.37 -0.03
```

ΔE to the lowest compared entry with this formula, charge and spin (kJ/mol): 345.06
E_HOMO (spin up / spin down) (Eh): -0.33214 / -0.29703
Frontier orbital gap (spin up / spin down) (eV): 8.868 / 6.612
Strongest force on any atom (eV Å⁻¹): 4.56

Entry 10:
# C2HBr2ClF2

C2HBr2ClF2 as an isolated structure (ωB97M-V with the def2-TZVPD basis set, the Open Molecules 2025 dataset).

XYZ file:
```
8
C2HBr2ClF2 | the Open Molecules 2025 dataset | ωB97M-V with the def2-TZVPD basis set
Br -0.98 2.10 0.54
Br -2.14 -0.80 0.22
Cl 0.71 -1.48 1.42
F 1.57 -1.04 -0.90
F -0.97 0.72 -1.61
C -0.95 0.49 -0.33
C 1.15 -0.40 0.13
H 1.62 0.42 0.52
```

ΔE to the lowest compared entry with this formula, charge and spin (kJ/mol): 231.11
E_HOMO (Eh): -0.32801
Frontier orbital gap (eV): 8.959
Strongest force on any atom (eV Å⁻¹): 5.83

Entry 11:
# C2HBr3S

C2HBr3S as an isolated structure (ωB97M-V with the def2-TZVPD basis set, the Open Molecules 2025 dataset).

XYZ file:
```
7
C2HBr3S | the Open Molecules 2025 dataset | ωB97M-V with the def2-TZVPD basis set
Br -1.97 1.51 0.03
Br -2.28 -1.68 -0.23
Br 3.00 1.39 -0.44
S 1.23 0.84 0.79
C -1.23 -0.16 -0.11
C 0.47 -0.45 0.04
H 0.78 -1.46 -0.07
```

ΔE to the lowest compared entry with this formula, charge and spin (kJ/mol): 88.23
E_HOMO (spin up / spin down) (Eh): -0.30672 / -0.31086
Frontier orbital gap (spin up / spin down) (eV): 6.940 / 7.446
Strongest force on any atom (eV Å⁻¹): 7.43

Entry 12:
# C2HBrCl2F2

A 2-piece molecular cluster, C2HBrCl2F2 overall (ωB97M-V with the def2-TZVPD basis set, the Open Molecules 2025 dataset).

XYZ file:
```
8
C2HBrCl2F2 | the Open Molecules 2025 dataset | ωB97M-V with the def2-TZVPD basis set
Br 1.31 -1.83 -0.32
Cl -1.21 -0.74 -1.76
Cl -1.25 1.69 0.55
F 1.36 0.98 1.38
F -0.76 -0.50 1.52
C 0.16 -0.33 -0.75
C -0.42 0.23 0.48
H 0.80 0.50 -1.10
```

ΔE to the lowest compared entry with this formula, charge and spin (kJ/mol): 289.81
E_HOMO (Eh): -0.40289
Frontier orbital gap (eV): 9.420
Strongest force on any atom (eV Å⁻¹): 5.40

Entry 13:
# C2HBrClFO

The molecule C2HBrClFO (ωB97M-V with the def2-TZVPD basis set, the Open Molecules 2025 dataset).

XYZ file:
```
7
C2HBrClFO | the Open Molecules 2025 dataset | ωB97M-V with the def2-TZVPD basis set
Br 2.71 -0.78 0.10
Cl 1.46 2.09 -0.89
F 1.84 1.49 1.53
O -0.36 0.01 1.77
C 1.34 0.98 0.43
C 0.01 0.28 0.67
H -0.43 -0.01 -0.36
```

ΔE to the lowest compared entry with this formula, charge and spin (kJ/mol): 33.86
E_HOMO (Eh): -0.39709
Frontier orbital gap (eV): 9.360
Strongest force on any atom (eV Å⁻¹): 2.40

Entry 14:
# C2HBrClFO

A 2-piece molecular cluster, C2HBrClFO overall (ωB97M-V with the def2-TZVPD basis set, the Open Molecules 2025 dataset).

XYZ file:
```
7
C2HBrClFO | the Open Molecules 2025 dataset | ωB97M-V with the def2-TZVPD basis set
Br -1.22 4.17 -0.66
Cl 1.19 1.08 -0.26
F 1.43 -0.77 1.33
O -0.61 -2.25 0.27
C 0.74 -0.40 0.27
C -0.42 -1.13 -0.14
H -1.10 -0.70 -0.81
```

ΔE to the lowest compared entry with this formula, charge and spin (kJ/mol): 218.79
E_HOMO (spin up / spin down) (Eh): -0.38878 / -0.33646
Frontier orbital gap (spin up / spin down) (eV): 9.087 / 5.219
Strongest force on any atom (eV Å⁻¹): 1.99

Entry 15:
# C2HBrClFO

A 2-piece molecular cluster, C2HBrClFO overall (ωB97M-V with the def2-TZVPD basis set, the Open Molecules 2025 dataset).

XYZ file:
```
7
C2HBrClFO | the Open Molecules 2025 dataset | ωB97M-V with the def2-TZVPD basis set
Br -2.29 -1.47 0.25
Cl 0.23 1.89 1.26
F -0.22 1.42 -1.12
O 0.62 -1.01 -1.19
C 0.14 0.80 0.01
C 0.48 -0.62 -0.06
H 1.03 -1.00 0.85
```

ΔE to the lowest compared entry with this formula, charge and spin (kJ/mol): 229.12
E_HOMO (spin up / spin down) (Eh): -0.39680 / -0.34444
Frontier orbital gap (spin up / spin down) (eV): 8.837 / 5.837
Strongest force on any atom (eV Å⁻¹): 2.63

Entry 16:
# C2HBrF3NO

A 2-piece molecular cluster, C2HBrF3NO overall (ωB97M-V with the def2-TZVPD basis set, the Open Molecules 2025 dataset).

XYZ file:
```
9
C2HBrF3NO | the Open Molecules 2025 dataset | ωB97M-V with the def2-TZVPD basis set
Br -3.25 0.42 -0.12
F -1.41 1.28 1.51
F 2.85 -1.04 -0.10
F 1.33 -2.00 1.00
O -0.91 1.79 -0.56
N 0.60 -0.72 -0.71
C -1.58 1.30 0.26
C 1.56 -1.15 -0.01
H 0.80 0.12 -1.28
```

ΔE to the lowest compared entry with this formula, charge and spin (kJ/mol): 0.00
E_HOMO (Eh): -0.41051
Frontier orbital gap (eV): 11.678
Strongest force on any atom (eV Å⁻¹): 2.77

Entry 17:
# C2HBrFOS2

An isolated ion of composition C2HBrFOS2 and charge -1 (ωB97M-V with the def2-TZVPD basis set, the Open Molecules 2025 dataset).

XYZ file:
```
8
C2HBrFOS2 | the Open Molecules 2025 dataset | ωB97M-V with the def2-TZVPD basis set
Br 1.79 -2.31 0.08
S 1.13 -0.24 -1.07
S -2.02 -0.33 0.28
F 0.73 1.29 -2.03
O 0.64 1.84 1.81
C -0.07 0.10 0.22
C 0.22 1.10 0.98
H -2.42 -1.45 -0.27
```

ΔE to the lowest compared entry with this formula, charge and spin (kJ/mol): 104.88
E_HOMO (Eh): -0.17128
Frontier orbital gap (eV): 7.477
Strongest force on any atom (eV Å⁻¹): 3.52
Net charge: -1

Entry 18:
# C2HBrIN

The molecule C2HBrIN (ωB97M-V with the def2-TZVPD basis set, the Open Molecules 2025 dataset).

XYZ file:
```
6
C2HBrIN | the Open Molecules 2025 dataset | ωB97M-V with the def2-TZVPD basis set
I -0.98 0.87 0.99
Br -3.36 1.36 -0.51
N 1.33 -2.20 -0.14
C 0.78 0.23 0.20
C 1.07 -1.11 0.07
H 1.16 0.86 -0.61
```

ΔE to the lowest compared entry with this formula, charge and spin (kJ/mol): 178.63
E_HOMO (spin up / spin down) (Eh): -0.36299 / -0.36459
Frontier orbital gap (spin up / spin down) (eV): 7.371 / 6.965
Strongest force on any atom (eV Å⁻¹): 1.76

Entry 19:
# C2HBrN2O2

The molecule C2HBrN2O2 (ωB97M-V with the def2-TZVPD basis set, the Open Molecules 2025 dataset).

XYZ file:
```
8
C2HBrN2O2 | the Open Molecules 2025 dataset | ωB97M-V with the def2-TZVPD basis set
Br -1.91 -1.69 0.00
O -1.65 1.61 -0.03
O 0.60 1.46 0.02
N -0.65 0.95 0.00
N 1.53 0.50 0.03
C -0.43 -0.60 -0.02
C 0.95 -0.68 0.00
H 1.57 -1.55 0.00
```

ΔE to the lowest compared entry with this formula, charge and spin (kJ/mol): 426.62
E_HOMO (spin up / spin down) (Eh): -0.32952 / -0.32956
Frontier orbital gap (spin up / spin down) (eV): 8.904 / 8.902
Strongest force on any atom (eV Å⁻¹): 6.13

Entry 20:
# C2HBrO2

A 2-piece molecular cluster, C2HBrO2 overall (ωB97M-V with the def2-TZVPD basis set, the Open Molecules 2025 dataset).

XYZ file:
```
6
C2HBrO2 | the Open Molecules 2025 dataset | ωB97M-V with the def2-TZVPD basis set
Br 1.40 -2.49 0.93
O -1.22 2.80 0.07
O -1.14 0.50 0.13
C 1.55 -1.25 -0.41
C -1.22 1.66 0.11
H 0.63 -1.22 -0.83
```

ΔE to the lowest compared entry with this formula, charge and spin (kJ/mol): 109.22
E_HOMO (Eh): -0.33441
Frontier orbital gap (eV): 8.097
Strongest force on any atom (eV Å⁻¹): 3.67

no.,electronic energy (Eh)
1,-1122.22978
2,-554.71675
3,-554.68184
4,-1105.54274
5,-712.32174
6,-1974.90817
7,-448.49077
8,-248.74835
9,-6244.93273
10,-5884.64667
11,-8196.92490
12,-3770.83328
13,-3286.07624
14,-3286.00580
15,-3286.00187
16,-3080.40809
17,-3622.31632
18,-3003.17022
19,-2910.62714
20,-2801.19448